Here is a 14-piece molecular cluster, C56H111F15O28 overall at a distorted geometry from OMol25. Energies are from ωB97M-V/def2-TZVPD.

Computed properties:
Frontier orbital gap ... 9.331 eV
Molar mass ... 1517.45 g mol⁻¹
Net charge ... 0
E_tot ... -5804.52968 Ha
LUMO ... -0.08 eV
HOMO level ... -9.412 eV

Geometry (Å):
C: 12.560 15.250 37.023
O: 12.944 15.611 35.746
C: 12.800 17.001 35.446
C: 13.205 17.283 33.983
O: 14.595 17.138 33.873
C: 15.146 17.608 32.625
H: 12.982 15.833 37.841
H: 12.884 14.228 37.216
H: 11.474 15.195 37.099
H: 13.508 17.566 36.052
H: 11.773 17.319 35.628
H: 12.894 18.298 33.735
H: 12.652 16.643 33.296
H: 14.664 17.030 31.836
H: 16.203 17.471 32.395
H: 14.907 18.669 32.565
C: 14.856 11.609 32.257
O: 14.599 10.540 31.263
C: 15.260 9.311 31.525
C: 14.448 8.582 32.679
O: 14.707 7.139 32.557
C: 15.933 6.679 33.221
H: 14.072 12.351 32.104
H: 15.858 12.034 32.195
H: 14.861 11.265 33.291
H: 16.276 9.545 31.845
H: 15.241 8.818 30.552
H: 13.369 8.702 32.775
H: 14.817 8.961 33.632
H: 16.004 5.604 33.058
H: 16.024 6.983 34.264
H: 16.757 7.138 32.674
C: 19.032 15.549 27.273
O: 17.815 14.945 26.868
C: 17.359 13.906 27.793
C: 18.125 12.592 27.517
O: 19.418 12.490 28.176
C: 20.282 11.410 27.644
H: 19.105 16.021 28.253
H: 19.365 16.244 26.503
H: 19.759 14.745 27.394
H: 16.276 13.906 27.664
H: 17.528 14.159 28.840
H: 18.155 12.457 26.436
H: 17.510 11.793 27.929
H: 20.658 11.685 26.659
H: 19.806 10.434 27.550
H: 21.145 11.336 28.305
C: 6.297 18.018 21.594
O: 6.746 18.525 22.825
C: 7.856 19.408 22.895
C: 9.148 18.785 22.261
O: 10.331 19.501 22.666
C: 10.474 20.845 22.238
H: 5.818 18.717 20.909
H: 5.561 17.241 21.798
H: 7.113 17.591 21.011
H: 8.053 19.650 23.939
H: 7.712 20.350 22.367
H: 9.029 18.801 21.178
H: 9.311 17.749 22.557
H: 10.697 20.902 21.172
H: 11.316 21.443 22.586
H: 9.641 21.522 22.424
C: 10.927 20.904 29.015
O: 10.093 20.431 30.079
C: 8.753 20.164 29.692
C: 7.857 19.748 30.915
O: 7.751 20.741 31.960
C: 6.875 21.821 31.658
H: 10.387 21.591 28.363
H: 11.424 20.160 28.393
H: 11.733 21.534 29.391
H: 8.804 19.314 29.011
H: 8.364 21.082 29.250
H: 8.336 18.897 31.399
H: 6.889 19.325 30.647
H: 5.866 21.491 31.411
H: 7.180 22.356 30.759
H: 6.840 22.508 32.503
C: 15.188 4.872 27.197
O: 14.951 5.839 26.241
C: 16.101 6.697 26.094
C: 15.844 7.740 24.969
O: 14.964 8.806 25.426
C: 13.667 8.421 25.632
H: 15.139 5.363 28.169
H: 16.192 4.465 27.078
H: 14.396 4.123 27.194
H: 16.965 6.084 25.836
H: 16.323 7.241 27.013
H: 15.490 7.220 24.079
H: 16.802 8.182 24.695
H: 12.972 9.248 25.487
H: 13.454 7.941 26.587
H: 13.445 7.656 24.889
C: -1.006 13.066 24.217
O: -1.537 11.887 23.630
C: -2.891 12.045 23.151
C: -3.198 13.172 22.137
O: -2.249 13.064 21.048
C: -2.501 12.089 20.100
H: -0.081 12.885 24.765
H: -1.685 13.449 24.978
H: -0.965 13.954 23.587
H: -3.475 12.194 24.059
H: -3.100 11.079 22.690
H: -3.169 14.147 22.623
H: -4.232 13.074 21.807
H: -1.922 11.193 20.324
H: -2.214 12.421 19.102
H: -3.552 11.804 20.140
C: 0.827 6.227 19.880
O: 1.720 6.863 20.767
C: 1.115 7.356 21.949
C: 2.271 7.961 22.891
O: 3.475 7.158 22.934
C: 4.494 7.736 23.720
H: 1.390 5.816 19.042
H: 0.000 6.871 19.582
H: 0.320 5.372 20.328
H: 0.750 6.567 22.606
H: 0.385 8.160 21.854
H: 1.875 8.208 23.876
H: 2.575 8.895 22.420
H: 5.456 7.275 23.498
H: 4.288 7.509 24.766
H: 4.606 8.798 23.502
O: 5.559 8.249 30.087
C: 6.733 8.203 29.737
O: 7.499 9.275 29.782
C: 8.838 8.874 29.834
C: 8.890 7.607 29.062
C: 7.491 7.005 29.332
H: 9.123 8.863 30.886
H: 9.387 9.723 29.428
H: 9.697 6.980 29.441
H: 9.099 7.749 28.002
H: 7.485 6.387 30.230
H: 7.180 6.367 28.505
C: 2.638 20.019 27.021
C: 1.867 19.361 25.890
O: 0.488 19.326 26.215
C: -0.158 18.271 26.859
O: 0.387 17.274 27.240
C: -1.663 18.549 26.946
F: -2.315 17.434 26.567
F: -1.961 18.828 28.203
F: -1.981 19.639 26.271
H: 3.668 20.195 26.710
H: 2.563 19.364 27.889
H: 2.120 20.911 27.372
H: 2.289 18.379 25.676
H: 2.003 19.886 24.945
C: 5.164 14.773 32.134
C: 4.002 15.637 32.696
O: 4.437 16.583 33.616
C: 4.486 16.216 34.924
O: 4.177 15.054 35.341
C: 4.880 17.354 35.966
F: 4.847 18.590 35.360
F: 4.082 17.355 36.984
F: 6.042 16.957 36.427
H: 5.965 15.451 31.841
H: 4.976 14.094 31.302
H: 5.670 14.178 32.894
H: 3.389 14.909 33.228
H: 3.484 16.122 31.869
C: 10.509 14.583 28.192
C: 10.185 14.708 26.660
O: 8.754 14.662 26.440
C: 8.070 13.552 26.393
O: 8.626 12.426 26.476
C: 6.547 13.652 26.388
F: 6.148 14.709 27.073
F: 6.166 13.805 25.142
F: 6.019 12.554 26.912
H: 11.546 14.552 28.527
H: 10.171 13.613 28.555
H: 10.056 15.355 28.815
H: 10.725 13.917 26.141
H: 10.533 15.683 26.318
C: 14.654 14.364 21.554
C: 13.996 13.322 22.532
O: 12.632 13.098 22.036
C: 12.473 12.054 21.209
O: 13.304 11.182 20.919
C: 11.050 11.949 20.700
F: 11.086 11.740 19.365
F: 10.454 10.898 21.289
F: 10.310 13.013 20.919
H: 15.699 14.401 21.862
H: 14.082 15.292 21.520
H: 14.657 13.846 20.595
H: 14.001 13.701 23.554
H: 14.643 12.445 22.567
C: -0.239 10.107 29.799
C: -0.646 10.755 31.119
O: -1.710 10.076 31.760
C: -2.083 10.270 33.057
O: -1.597 11.127 33.811
C: -3.063 9.179 33.502
F: -2.691 7.983 32.980
F: -3.208 9.169 34.822
F: -4.316 9.435 33.064
H: 0.620 10.554 29.297
H: -0.983 10.101 29.002
H: -0.105 9.046 30.010
H: -0.910 11.791 30.910
H: 0.247 10.836 31.739

Forces on atoms 1 to 6 (eV/Å):
-0.46 -0.93 0.68
0.50 0.68 -1.10
0.69 -0.60 -0.69
-0.35 -0.11 0.68
1.57 -0.19 -0.26
-1.57 -0.20 0.07